Below is a molecular structure, C55H48CaN3O3STe in a non-equilibrium geometry, with properties calculated with ωB97M-V/def2-TZVPD.

```
! wB97M-V def2-TZVPD RIJCOSX def2/J DEFGRID3
* xyz -2 2
Ca 0.59 -0.08 1.83
O -0.29 -0.92 3.89
S 0.80 -0.41 4.73
O 1.15 -1.13 5.95
N 1.94 -0.23 3.71
C 3.26 0.03 3.89
C 3.97 0.11 5.07
C 5.36 0.36 5.05
C 6.04 0.52 3.87
C 5.35 0.42 2.64
C 5.99 0.54 1.38
C 5.26 0.42 0.24
C 3.87 0.18 0.36
N 3.25 0.08 1.50
C 3.97 0.19 2.65
C 0.20 1.18 5.30
C 1.07 2.05 5.94
C 0.60 3.27 6.40
C -0.73 3.61 6.24
C -1.59 2.73 5.61
C -1.13 1.52 5.13
H 3.48 -0.07 6.01
H 5.88 0.42 5.99
H 7.11 0.71 3.86
H 7.06 0.73 1.35
H 5.71 0.50 -0.74
H 3.25 0.09 -0.53
H 2.11 1.79 6.04
H 1.29 3.96 6.87
H -1.09 4.57 6.59
H -2.63 3.00 5.46
H -1.79 0.84 4.60
C 0.40 -2.26 0.63
C -0.07 -3.36 0.35
C -0.60 -4.62 0.09
C -1.24 -5.38 1.16
C -1.46 -6.77 1.08
C -2.03 -7.46 2.14
C -2.39 -6.81 3.30
C -2.16 -5.44 3.41
C -1.60 -4.74 2.36
C -0.46 -5.15 -1.27
C -1.47 -5.87 -1.92
C -1.31 -6.28 -3.23
C -0.15 -5.99 -3.93
C 0.85 -5.26 -3.30
C 0.70 -4.84 -2.00
H -1.15 -7.31 0.21
H -2.17 -8.54 2.05
H -2.83 -7.36 4.12
H -2.42 -4.91 4.31
H -1.41 -3.68 2.46
H -2.40 -6.07 -1.40
H -2.12 -6.82 -3.71
H -0.04 -6.31 -4.95
H 1.75 -5.00 -3.84
H 1.46 -4.24 -1.52
C 0.23 1.96 -8.32
C 0.20 1.95 -6.82
C -0.86 2.51 -6.12
C -0.91 2.50 -4.73
C -2.10 3.15 -4.08
C 0.11 1.91 -3.98
Te 0.11 2.00 -1.68
N -0.13 1.79 0.66
C 0.25 2.62 1.55
O 0.75 2.28 2.69
C 0.11 4.12 1.39
C 0.78 4.84 0.41
C 0.63 6.21 0.31
C -0.21 6.89 1.19
C -0.88 6.18 2.18
C -0.71 4.81 2.28
C -1.67 0.85 -1.65
C -2.78 1.34 -0.97
C -2.83 2.68 -0.31
C -3.92 0.53 -0.88
C -3.96 -0.75 -1.40
C -5.16 -1.62 -1.23
C -2.83 -1.21 -2.05
C -1.68 -0.44 -2.18
C -0.50 -1.04 -2.86
C 1.18 1.36 -4.69
C 2.34 0.70 -4.00
C 1.22 1.39 -6.08
H -0.59 2.56 -8.72
H 0.14 0.96 -8.73
H 1.17 2.38 -8.70
H -1.67 2.98 -6.67
H -2.62 3.79 -4.79
H -1.79 3.76 -3.22
H -2.80 2.41 -3.70
H 1.42 4.31 -0.28
H 1.16 6.75 -0.46
H -0.33 7.96 1.11
H -1.53 6.70 2.87
H -1.20 4.25 3.07
H -2.04 3.35 -0.65
H -2.70 2.57 0.76
H -3.80 3.15 -0.50
H -4.79 0.93 -0.36
H -6.04 -1.03 -0.97
H -5.01 -2.35 -0.44
H -5.39 -2.18 -2.14
H -2.82 -2.22 -2.46
H -0.72 -2.06 -3.16
H 0.36 -1.06 -2.19
H -0.22 -0.47 -3.75
H 2.38 0.94 -2.94
H 3.29 1.00 -4.46
H 2.27 -0.39 -4.08
H 2.07 0.96 -6.59
*
```

The HOMO energy (alpha / beta) is -0.05647 / -0.05646 Ha. The orbital gap (alpha / beta) is 5.58 / 5.40 eV. The value obtained for the lowest unoccupied orbital energy (alpha / beta) is 0.14854 / 0.14198 Ha. As for the energy above the lowest of the compared OMol25 structures with the same formula, charge and spin: 12.1 kJ/mol.

=====

Below is a molecular structure, C55H50BeCl5Ge2NS4Se in a non-equilibrium geometry, with properties calculated with ωB97M-V/def2-TZVPD.

```
! wB97M-V def2-TZVPD RIJCOSX def2/J DEFGRID3
* xyz -2 1
Be -2.09 -1.05 -1.86
Cl -5.04 -2.20 -0.68
C -4.86 -0.77 -1.58
C -3.62 -0.24 -1.96
C -3.65 1.02 -2.65
Cl -2.14 1.94 -2.74
C -4.86 1.60 -3.09
Cl -4.80 2.91 -4.20
C -6.10 1.06 -2.64
Cl -7.52 1.90 -2.93
C -6.04 -0.06 -1.86
Cl -7.48 -0.77 -1.20
C 1.32 -5.99 3.15
C 0.71 -4.67 3.55
C -0.63 -4.48 3.27
C -1.16 -3.23 3.44
C -2.62 -2.99 3.32
C -0.34 -2.19 3.95
C 0.99 -2.43 4.42
C 1.88 -1.43 5.11
C 1.48 -3.67 4.11
C -0.88 -0.80 4.18
C -1.14 -0.45 5.49
C -1.79 0.75 5.78
C -2.05 1.67 4.80
C -1.91 1.29 3.41
C -1.38 0.03 3.11
Ge -0.61 -0.20 1.23
S -2.26 -1.22 0.13
S 0.23 1.60 0.05
Ge 1.08 -0.20 -1.17
S -0.23 -0.83 -2.79
S 1.24 -1.44 0.67
C 2.92 0.31 -1.73
C 3.22 1.66 -2.12
C 4.55 2.02 -2.19
C 5.57 1.04 -2.04
C 5.27 -0.30 -1.84
C 3.92 -0.67 -1.75
C 3.64 -2.20 -1.66
C 4.02 -2.98 -0.50
C 4.42 -2.38 0.77
C 3.81 -4.35 -0.53
C 3.24 -5.02 -1.62
C 3.00 -6.47 -1.59
C 2.91 -4.28 -2.75
C 3.18 -2.88 -2.79
C 3.09 -2.24 -4.16
C 2.16 2.69 -2.42
C 1.46 2.53 -3.63
C 1.64 1.41 -4.60
C 0.54 3.47 -4.04
C 0.24 4.56 -3.19
C -0.84 5.52 -3.49
C 0.97 4.76 -2.05
C 1.95 3.83 -1.66
C 2.69 4.20 -0.40
C -2.39 2.27 2.37
C -1.72 3.50 2.12
C -0.40 3.85 2.75
C -2.27 4.44 1.21
C -3.47 4.20 0.59
C -3.97 5.16 -0.50
C -4.17 3.04 0.90
C -3.68 2.07 1.76
C -4.50 0.86 2.06
H 1.79 -5.95 2.14
H 0.56 -6.79 3.12
H 2.13 -6.26 3.89
H -1.25 -5.30 2.88
H -3.18 -3.92 3.52
H -2.80 -2.74 2.24
H -3.04 -2.16 3.91
H 1.85 -1.50 6.19
H 1.67 -0.42 4.88
H 2.91 -1.61 4.79
H 2.48 -3.93 4.42
H -0.85 -1.13 6.28
H -1.91 1.13 6.80
H -2.43 2.66 5.04
H 4.86 3.03 -2.47
H 6.60 1.30 -2.14
H 6.04 -1.09 -1.69
H 4.09 -1.32 0.82
H 5.50 -2.31 0.78
H 3.98 -2.92 1.59
H 3.98 -4.91 0.39
H 3.20 -6.83 -2.58
H 1.95 -6.68 -1.38
H 3.53 -6.97 -0.80
H 2.51 -4.73 -3.68
H 3.11 -3.06 -4.85
H 4.00 -1.64 -4.36
H 2.19 -1.62 -4.21
H 2.69 1.05 -4.64
H 1.34 1.75 -5.59
H 0.95 0.58 -4.28
H -0.04 3.39 -4.98
H -1.70 5.36 -2.84
H -1.24 5.39 -4.50
H -0.43 6.49 -3.38
H 0.87 5.69 -1.51
H 2.60 5.27 -0.15
H 3.80 4.06 -0.50
H 2.40 3.57 0.47
H -0.43 3.56 3.80
H -0.06 4.88 2.64
H 0.44 3.20 2.35
H -1.75 5.42 1.10
H -4.60 4.60 -1.22
H -3.10 5.65 -0.99
H -4.58 5.97 -0.05
H -5.11 2.82 0.43
H -5.46 0.85 1.48
H -4.74 0.80 3.16
H -3.92 -0.01 1.77
Se -1.68 -4.70 -4.80
C -2.10 -3.47 -3.57
N -2.33 -2.61 -2.77
*
```

The HOMO energy is -0.08882 Ha. The orbital gap is 6.32 eV. The value obtained for the lowest unoccupied orbital energy is 0.14345 Ha. As for the energy above the lowest of the compared OMol25 structures with the same formula, charge and spin: 0.0 kJ/mol.